No. 1
Density functional theory data (wB97M-V/def2-TZVPD) for a structure of composition C27H27Cl2HfN5O5S2.

Geometry as XYZ:
```
69
Properties=species:S:1:pos:R:3:mulliken_charge:R:1
Hf 0.149 -0.101 0.224 0.2113
N -2.284 -3.924 -0.333 -0.4144
C -1.431 -2.941 0.010 0.7262
S -2.115 -1.335 0.223 -0.3926
N -0.179 -3.252 0.138 -1.4284
N 0.657 -2.198 0.514 0.8472
C 1.789 -2.631 0.987 -0.5605
C 2.803 -1.869 1.665 1.1027
C 3.937 -2.555 2.134 -0.8402
C 4.878 -1.921 2.913 -0.9184
C 4.689 -0.579 3.254 -0.6067
C 3.585 0.118 2.799 -0.7464
C 2.644 -0.513 1.992 0.1630
O 1.564 0.155 1.579 0.2190
H -3.273 -3.754 -0.336 0.2101
H -1.952 -4.875 -0.352 0.2501
H 1.919 -3.710 0.957 0.5687
H 4.053 -3.604 1.885 0.4886
H 5.742 -2.462 3.276 0.4715
H 5.406 -0.078 3.892 0.4875
H 3.430 1.157 3.067 0.5707
O 0.369 -0.761 7.908 -0.4454
C -0.545 0.107 7.439 0.4274
O -1.277 0.698 8.173 -0.4923
C -0.607 0.297 5.946 0.4897
C -0.910 1.567 5.474 -1.2292
C -1.050 1.789 4.116 -0.4746
C -0.912 0.731 3.225 -0.0067
C -0.620 -0.543 3.692 0.1421
C -0.467 -0.758 5.051 -0.9155
N -1.064 0.950 1.813 0.5794
C -1.960 1.753 1.394 -0.0224
C -2.087 2.033 -0.042 0.3472
C -3.113 2.823 -0.511 -0.9091
C -3.195 3.078 -1.875 -0.4739
C -2.225 2.554 -2.707 -0.9399
C -1.223 1.767 -2.160 -0.3071
N -1.156 1.485 -0.859 0.1432
H 0.932 -1.110 7.208 0.3281
H -1.040 2.374 6.183 0.4606
H -1.239 2.793 3.751 0.6050
H -0.572 -1.378 3.004 0.2945
H -0.276 -1.763 5.408 0.5559
H -2.675 2.216 2.069 0.6861
H -3.836 3.233 0.182 0.5275
H -3.998 3.686 -2.273 0.4778
H -2.237 2.746 -3.770 0.4562
H -0.440 1.353 -2.781 0.5997
O 2.179 2.963 0.681 -0.1781
C 1.274 2.322 0.520 0.3438
O 1.761 0.263 -1.152 -0.5050
S 3.115 -0.519 -1.210 0.6349
C 4.427 0.631 -0.700 -0.5760
C 5.039 1.221 -1.965 -0.7280
C 5.013 0.092 -2.994 -0.7424
C 3.592 -0.460 -2.960 -0.4314
H 5.134 0.006 -0.148 0.4505
H 3.996 1.352 -0.011 0.2596
H 6.049 1.574 -1.769 0.4181
H 4.445 2.067 -2.314 0.2992
H 5.728 -0.686 -2.718 0.3281
H 5.265 0.434 -3.997 0.3859
H 3.482 -1.458 -3.380 0.3242
H 2.867 0.213 -3.423 0.2136
Cl -0.305 -1.416 -2.537 0.0848
C -0.415 -2.077 -4.213 -0.4344
Cl 1.136 -2.565 -4.859 -0.1177
H -0.837 -1.300 -4.834 0.3146
H -1.060 -2.943 -4.147 0.3427
```

For the HOMO energy, the calculation gives -0.49801 hartree. The HOMO-LUMO gap is 6.8 eV. The LUMO energy comes out at -6.80 eV. The value obtained for the relative energy (zero: lowest compared OMol25 entry of this formula, charge and spin) is 0.0 kcal per mole. The charge is +2.



No. 2
Density functional theory data (wB97M-V/def2-TZVPD) for a structure of composition C27H27CrN6O6S at a distorted geometry.

Geometry as XYZ:
```
68
Properties=species:S:1:pos:R:3:mulliken_spin:R:1
Cr 0.161 -1.031 -1.477 3.0717
C 0.366 -2.948 0.763 -0.0081
N -0.487 -2.855 -0.501 -0.0275
C -0.323 -4.066 -1.419 0.0080
C 0.584 -3.737 -2.577 0.0281
C 1.000 -4.748 -3.479 -0.0023
C 2.002 -4.451 -4.393 0.0082
C 2.343 -3.127 -4.546 -0.0035
C 1.763 -2.129 -3.778 0.0309
N 0.969 -2.450 -2.757 -0.0707
C -1.896 -2.657 -0.119 -0.0037
C -2.186 -1.228 0.340 0.0293
C -3.316 -1.017 1.080 0.0485
C -3.540 0.103 1.962 -0.0113
C -2.777 1.185 2.077 0.0189
C -1.588 1.062 0.039 -0.0398
N -1.375 -0.311 -0.144 -0.0785
C 1.710 -2.302 0.661 0.0544
C 2.724 -2.544 1.617 -0.0021
C 3.934 -1.908 1.476 0.0089
C 4.086 -0.997 0.442 -0.0064
C 3.007 -0.666 -0.370 0.0296
N 1.839 -1.309 -0.242 -0.0674
H 0.467 -4.004 1.103 -0.0020
H -0.209 -2.412 1.577 -0.0038
H -1.336 -4.408 -1.747 -0.0020
H 0.085 -4.958 -0.847 -0.0007
H 0.543 -5.731 -3.395 -0.0006
H 2.529 -5.227 -4.948 0.0004
H 3.037 -2.878 -5.369 -0.0002
H 1.925 -1.088 -3.958 -0.0011
H -2.219 -3.308 0.696 -0.0024
H -2.498 -2.899 -0.983 -0.0105
H -4.127 -1.752 1.156 0.0018
H -4.411 -0.035 2.664 -0.0008
H -2.922 1.933 2.880 0.0013
H -2.537 1.404 -0.407 0.0003
H 2.547 -3.294 2.408 0.0003
H 4.776 -2.182 2.101 0.0003
H 5.001 -0.484 0.216 -0.0004
H 3.163 0.081 -1.132 0.0008
C -1.353 6.478 4.433 0.0000
C -0.787 5.370 3.629 0.0001
C 0.375 4.618 3.908 0.0001
C 0.844 3.637 2.988 -0.0002
C 0.272 3.502 1.762 -0.0003
C -0.892 4.240 1.425 -0.0002
C -1.434 5.080 2.384 0.0003
S 0.867 2.160 0.634 0.0037
O 0.913 0.992 1.529 0.0017
O -1.676 1.444 1.417 0.0050
N -0.487 1.909 -0.405 0.0279
C -0.352 2.389 -1.777 0.0225
C 0.723 1.648 -2.674 0.0060
O 1.224 2.222 -3.607 0.0055
O 1.061 0.435 -2.322 -0.0373
H -0.543 7.042 4.877 0.0000
H -1.998 6.116 5.255 0.0000
H -1.947 7.143 3.804 0.0000
H 0.905 4.733 4.832 0.0000
H 1.682 2.969 3.313 0.0000
H -1.415 4.180 0.471 0.0000
H -2.356 5.661 2.157 0.0001
H -0.125 3.465 -1.844 -0.0002
H -1.296 2.197 -2.324 -0.0026
O -2.035 -2.433 -3.624 0.0080
N -1.733 -1.277 -3.931 -0.0062
O -1.254 -0.548 -2.979 -0.0297
```

For the HOMO energy (alpha / beta), the calculation gives -0.22293 / -0.22360 hartree. The HOMO-LUMO gap (alpha / beta) is 5.9 / 5.5 eV. The LUMO energy (alpha / beta) comes out at -0.17 / -0.56 eV. As for the spin multiplicity: 4. The value obtained for the relative energy (zero: lowest compared OMol25 entry of this formula, charge and spin) is 34.5 kcal per mole.



No. 3
Density functional theory data (wB97M-V/def2-TZVPD) for a structure of composition C27H27CsN3O2S at a distorted geometry.

Geometry as XYZ:
```
61
Properties=species:S:1:pos:R:3:mulliken_charge:R:1
Cs 0.015 -0.053 0.107 1.2702
O 2.352 -0.756 -0.831 -0.6795
C 3.603 -0.664 -0.622 0.0172
C 4.546 -1.162 -1.573 -0.7007
C 5.906 -1.078 -1.390 -0.2774
C 6.438 -0.490 -0.239 -0.6946
C 5.554 0.001 0.704 -0.5667
C 4.165 -0.063 0.560 0.8971
C 3.400 0.507 1.666 -0.5546
N 2.132 0.603 1.824 -0.0667
N 1.814 1.220 3.044 -0.4802
C 0.524 1.320 3.258 -0.0587
O -0.442 0.943 2.530 -0.6579
C 0.180 1.990 4.568 0.2679
C 1.153 2.439 5.460 -0.1988
C 0.790 3.047 6.651 -0.5795
C -0.552 3.218 6.973 -0.3418
C -1.526 2.774 6.090 -0.5426
C -1.160 2.165 4.898 -0.4160
H 4.133 -1.618 -2.467 0.3486
H 6.572 -1.473 -2.150 0.3337
H 7.507 -0.420 -0.089 0.3561
H 5.944 0.461 1.607 0.2617
H 4.021 0.906 2.477 0.2340
H 2.191 2.297 5.193 0.4033
H 1.557 3.390 7.335 0.3572
H -0.834 3.693 7.905 0.3546
H -2.575 2.903 6.332 0.3643
H -1.899 1.809 4.192 0.3751
C 0.132 -4.098 -0.736 -1.2744
C -1.252 -4.556 -0.269 0.2709
C -1.803 -5.656 -1.174 -1.5857
C -2.176 -3.359 -0.169 0.8955
C -2.667 -2.725 -1.309 -0.2279
C -3.422 -1.569 -1.211 -0.5992
C -3.706 -0.995 0.024 0.8013
C -4.418 0.325 0.117 -1.4583
C -3.241 -1.641 1.163 -0.5279
C -2.491 -2.804 1.066 -0.8022
H 0.838 -4.930 -0.766 0.4507
H 0.534 -3.333 -0.072 0.1801
H 0.079 -3.663 -1.736 0.2543
H -1.152 -4.968 0.740 0.3580
H -1.877 -5.316 -2.209 0.2838
H -2.795 -5.977 -0.854 0.3659
H -1.140 -6.522 -1.163 0.4531
H -2.441 -3.128 -2.289 0.2227
H -3.789 -1.091 -2.113 0.3801
H -4.956 0.420 1.060 0.4228
H -5.128 0.453 -0.702 0.3927
H -3.698 1.145 0.064 0.1893
H -3.425 -1.204 2.137 0.2699
H -2.112 -3.269 1.969 0.2687
S -2.858 3.044 -4.118 -0.1853
C -2.099 4.058 -2.969 -0.1889
C -1.507 3.302 -2.009 -0.6033
N -1.634 1.947 -2.166 -0.0794
C -2.316 1.676 -3.232 -0.1538
H -2.126 5.131 -3.049 0.4046
H -0.960 3.685 -1.161 0.4089
H -2.540 0.673 -3.560 0.3876
```

For the HOMO energy, the calculation gives -0.12078 hartree. The HOMO-LUMO gap is 5.0 eV. The LUMO energy comes out at 1.75 eV. The value obtained for the relative energy (zero: lowest compared OMol25 entry of this formula, charge and spin) is 0.0 kcal per mole. The charge is -1.



No. 4
Density functional theory data (wB97M-V/def2-TZVPD) for a cluster of 2 separate species, C27H27F3N2O4S3 in total at a distorted geometry.

Geometry as XYZ:
```
66
Properties=species:S:1:pos:R:3:mulliken_charge:R:1
F 4.825 2.035 1.664 -0.2293
C 3.778 1.154 1.594 0.7253
F 4.234 -0.034 1.134 -0.2002
F 3.276 0.972 2.842 -0.2157
S 2.581 1.938 0.448 -0.1202
N 1.146 1.038 0.356 -0.0814
S 0.989 0.111 -1.157 1.2365
C 1.568 -1.433 -0.495 0.3820
C 2.672 -2.113 -1.024 -0.4469
C 3.017 -3.360 -0.497 -0.5817
C 2.265 -3.925 0.539 -0.5232
C 1.199 -3.209 1.097 -0.5419
C 0.871 -1.955 0.593 -0.4886
O -0.439 0.084 -1.353 -0.3524
O 1.864 0.603 -2.180 -0.6942
S -0.242 1.937 1.038 1.4794
C 0.489 2.696 2.473 -0.2430
C 0.377 2.125 3.747 -0.1218
C 0.876 2.816 4.857 -0.7298
C 1.472 4.070 4.698 -0.3588
C 1.581 4.632 3.423 -0.7607
C 1.085 3.951 2.316 -0.0915
O -0.585 2.965 0.093 -0.7224
O -1.172 0.905 1.419 -0.4660
H 3.252 -1.652 -1.820 0.4864
H 3.879 -3.897 -0.904 0.3902
H 2.504 -4.920 0.916 0.3966
H 0.607 -3.620 1.918 0.3825
H 0.042 -1.385 1.009 0.5259
H -0.076 1.144 3.853 0.4563
H 0.791 2.370 5.852 0.3782
H 1.848 4.621 5.564 0.3822
H 2.042 5.611 3.276 0.3946
H 1.162 4.397 1.329 0.4264
C -6.625 -2.095 3.024 -0.6163
C -5.587 -2.987 3.710 -0.6126
C -4.371 -3.055 2.774 -0.7664
N -4.577 -1.991 1.806 0.3521
C -3.654 -1.675 0.862 0.3818
C -2.476 -2.385 0.643 -0.8767
C -2.013 -2.640 -0.732 0.0215
C -2.945 -2.089 -1.835 -1.6236
C -3.619 -0.812 -1.450 0.7346
C -3.966 -0.597 -0.107 0.5474
C -4.482 0.643 0.290 -0.1198
C -4.699 1.654 -0.643 -1.0702
C -4.404 1.415 -1.995 -0.6197
C -3.876 0.186 -2.392 -0.7359
C -5.984 -1.593 1.725 -0.5103
H -7.542 -2.643 2.794 0.3281
H -6.877 -1.238 3.654 0.2648
H -5.285 -2.554 4.667 0.2754
H -5.984 -3.989 3.887 0.3407
H -3.419 -2.941 3.309 0.2961
H -4.350 -4.039 2.278 0.3066
H -1.960 -2.890 1.463 0.3874
H -1.035 -2.168 -0.868 -0.2684
H -1.871 -3.721 -0.888 0.4236
H -2.360 -1.935 -2.747 0.3682
H -3.702 -2.856 -2.053 0.4099
H -4.675 0.825 1.349 0.6044
H -5.106 2.610 -0.312 0.3940
H -4.567 2.205 -2.730 0.3707
H -3.644 0.000 -3.443 0.3973
H -6.478 -2.062 0.851 0.2501
H -6.126 -0.511 1.614 0.2923
```

For the HOMO energy, the calculation gives -0.23909 hartree. The SMILES is O=S(=O)(c1ccccc1)N(SC(F)(F)F)S(=O)(=O)c1ccccc1.C1=C(N2CCCC2)c2ccccc2CC1. The HOMO-LUMO gap is 6.3 eV. The LUMO energy comes out at -0.21 eV.